The following is a quantum chemistry calculation of a cluster of 2 separate species, C2H3F3Si in total, from the Open Molecules 2025 dataset.

Element x y z (Å)
C1 1.536 -0.329 -0.324
C2 0.379 0.195 0.051
F1 1.535 -1.291 -1.251
F2 2.756 -0.144 0.169
F3 0.518 1.514 1.316
Si1 -1.492 0.013 0.033
H1 -1.576 0.025 1.433
H2 -1.703 -1.207 -0.752
H3 -1.953 1.224 -0.673

Results
HOMO energy (alpha / beta)   -7.6 / -11.1 eV
Spin multiplicity   3

***

The following is a quantum chemistry calculation of a cluster of 2 separate species, C2H3F4NO3S in total, from the Open Molecules 2025 dataset.

Element x y z (Å)
C1 -2.592 0.100 -0.194
C2 2.614 -0.672 -0.076
N1 0.371 -0.328 1.158
O1 0.166 -0.311 -1.329
O2 0.756 1.796 -0.226
O3 -1.536 1.008 -0.055
F1 2.626 0.115 -1.107
F2 2.443 -1.912 -0.303
F3 3.409 -0.302 0.875
F4 0.641 0.485 2.189
S1 0.032 0.622 -0.255
H1 -2.413 -0.996 -0.299
H2 -3.240 0.214 -1.068
H3 -3.276 0.180 0.691

Results
HOMO energy (alpha / beta)   -10.6 / -9.4 eV
Spin multiplicity   1

***

The following is a quantum chemistry calculation of a structure of composition C2H3FHgO2, from the Open Molecules 2025 dataset.

Element x y z (Å)
C1 0.120 0.212 0.792
C2 -1.217 0.536 0.440
O1 0.537 -0.972 0.570
F1 2.923 -0.138 -1.538
H1 0.582 0.840 1.572
H2 -1.705 1.350 0.987
Hg1 2.201 -1.882 -0.803
O2 -1.917 0.024 -0.524
H3 -1.523 0.031 -1.497

Results
HOMO energy (alpha / beta)   -8.1 / -10.7 eV
Spin multiplicity   3

***

The following is a quantum chemistry calculation of a structure of composition C2H3FKO2, from the Open Molecules 2025 dataset.

Element x y z (Å)
F1 -1.212 -1.817 -0.396
H1 -1.911 -0.575 -1.680
O1 -1.104 0.049 -1.355
C1 -0.486 -0.625 -0.512
C2 0.353 -0.076 0.583
O2 0.709 1.189 0.393
H2 1.178 -0.831 0.646
H3 -0.256 -0.289 1.499
K1 2.730 2.976 0.822

Results
HOMO energy   -12.3 eV
Net charge   +1
Spin multiplicity   1

***

The following is a quantum chemistry calculation of a structure of composition C2H3FLi2NaO, from the Open Molecules 2025 dataset.

Element x y z (Å)
O1 2.397 -0.368 0.954
C1 2.856 0.329 1.854
C2 2.288 0.314 3.175
Li1 0.578 -0.161 -0.016
Li2 -1.422 2.029 0.015
F1 -1.176 0.089 -0.024
H1 3.521 1.162 1.624
H2 1.871 -0.621 3.515
H3 2.678 1.040 3.871
Na1 -1.166 -1.971 0.650

Results
HOMO energy   -9.1 eV
Net charge   +1
Spin multiplicity   1

***

The following is a quantum chemistry calculation of a cluster of 2 separate species, C2H3FN2O in total, from the Open Molecules 2025 dataset.

Element x y z (Å)
C1 -1.280 0.279 0.262
C2 1.582 0.096 0.191
N1 -1.753 -0.478 -0.728
N2 -1.681 -0.803 0.794
O1 0.665 0.256 -0.523
F1 2.797 0.210 -0.347
H1 -0.846 1.234 0.376
H2 1.468 -0.094 1.306
H3 -0.950 -0.700 -1.330

Results
HOMO energy (alpha / beta)   -5.1 / -11.6 eV
Spin multiplicity   3

***

The calculation returns the following energy above the lowest of the compared OMol25 structures with the same formula, charge and spin values, one per record and in order: 7.7611 2.1977 0.0000 1.9824 2.0698 1.6044 eV.